No. 1
This record from the Open Molecules 2025 dataset describes the molecule C29H34N6O5 at a distorted geometry. The level of theory is ωB97M-V/def2-TZVPD.

The geometry in ORCA input format:
```
! wB97M-V def2-TZVPD RIJCOSX def2/J DEFGRID3
* xyz 0 1
H -3.60468 -0.69501 1.48367
N -2.78748 -0.67973 2.08480
C -1.85908 0.08057 1.66369
C -1.80891 0.81303 0.39395
C -2.98686 0.70943 -0.50881
O -4.12842 0.56631 -0.10706
N -2.69705 0.79154 -1.83228
C -3.71573 0.67482 -2.84593
C -3.67481 -0.69931 -3.52750
N -4.49986 -0.72205 -4.72008
C -4.18109 -1.84438 -5.58790
C -5.00949 -1.73525 -6.86800
O -6.38852 -1.73566 -6.58987
C -6.71260 -0.67193 -5.72590
C -5.92328 -0.74748 -4.41920
C -0.71294 1.53967 0.06363
C 0.39025 1.63580 0.94748
C 1.58808 2.29476 0.55310
O 1.82883 2.78371 -0.53809
N 2.60448 2.32274 1.56683
C 3.78411 2.92679 1.25806
C 4.78436 3.02186 2.16561
C 4.58858 2.49658 3.45975
C 3.41760 1.87875 3.78971
C 3.17455 1.28924 5.13702
C 2.39020 1.75444 2.80281
N 1.30006 1.09299 3.10109
C 0.32792 0.97404 2.18593
N -0.73552 0.20411 2.49038
C -0.64780 -0.69620 3.62260
C -0.08322 -2.05795 3.16170
C 1.19260 -1.81929 2.41132
C 1.17389 -1.57780 1.04653
C 2.30370 -1.11120 0.39845
C 3.48513 -0.86861 1.08691
O 4.58646 -0.28467 0.50593
C 4.51062 0.10024 -0.84600
C 3.54535 -1.20699 2.45132
O 4.62282 -1.07100 3.28266
C 5.92116 -0.89320 2.76419
C 2.39625 -1.67030 3.08081
H -1.73655 0.79985 -2.13357
H -4.66922 0.82845 -2.33799
H -3.57607 1.45204 -3.60242
H -3.96739 -1.47687 -2.80096
H -2.64356 -0.89806 -3.83707
H -3.11910 -1.80888 -5.84091
H -4.39802 -2.81055 -5.09843
H -4.82638 -2.59094 -7.52029
H -4.73493 -0.80743 -7.39257
H -7.78394 -0.74841 -5.53368
H -6.49531 0.28725 -6.21985
H -6.17706 0.11176 -3.79905
H -6.19996 -1.67031 -3.87931
H -0.64156 2.09527 -0.86102
H 3.83588 3.31654 0.25187
H 5.71295 3.49945 1.90097
H 5.37714 2.58177 4.19210
H 3.81688 1.75222 5.88121
H 3.39216 0.22323 5.10146
H 2.13167 1.40961 5.41455
H 0.01709 -0.24231 4.35559
H -1.65513 -0.82759 4.01704
H -0.82360 -2.53692 2.52106
H 0.08485 -2.67897 4.04075
H 0.26325 -1.71909 0.48297
H 2.24293 -0.89488 -0.65608
H 3.70834 0.82371 -1.02055
H 5.46978 0.56750 -1.06493
H 4.37295 -0.76345 -1.50423
H 6.05365 0.10297 2.33618
H 6.58760 -1.01459 3.61843
H 6.16010 -1.64467 2.00875
H 2.46090 -1.88110 4.13668
*
```

Computed properties:
Calculated total energy in eV: -49803.562
SMILES: [H]/N=c1\c(C(=O)NCCN2CCOCC2)cc2c(=O)n3cccc(C)c3nc2n1CCc1ccc(OC)c(OC)c1
Lowest unoccupied orbital energy in eV: -0.41
Highest occupied orbital energy in Ha: -0.2879

Results of the Löwdin charge analysis, in e, for atoms 1 through 4:
1. H 0.0483
2. N 0.1713
3. C -0.3069
4. C -0.0448



No. 2
This record from the Open Molecules 2025 dataset describes a structure of composition C31H36BaBrN5O4SeSi at a distorted geometry. The level of theory is ωB97M-V/def2-TZVPD.

The geometry in ORCA input format:
```
! wB97M-V def2-TZVPD RIJCOSX def2/J DEFGRID3
* xyz 0 1
Ba 0.66884 0.21436 -3.25345
O 2.31856 -3.16502 -0.98933
C 1.98136 -2.39592 -1.88175
O 1.99916 -1.11726 -1.86263
C 1.51016 -2.97104 -3.22254
C 1.88167 -4.20672 -3.72715
C 1.52801 -4.51692 -5.03443
C 0.85222 -3.58307 -5.81234
C 0.52014 -2.37384 -5.22752
N 0.80660 -2.11375 -3.95515
C -0.03820 -1.15396 -5.95486
O -0.87570 -1.29737 -6.84054
O 0.43922 -0.05353 -5.50869
H 2.45470 -4.88302 -3.10833
H 1.81269 -5.46959 -5.46223
H 0.60656 -3.76083 -6.84991
Se -5.05897 6.51506 -2.43139
N -3.66335 6.01531 -1.47629
C -3.17546 4.93720 -2.03522
C -2.01917 4.21909 -1.54090
C -1.36179 4.59955 -0.36913
C -0.27897 3.86658 0.05705
C 0.12168 2.78044 -0.71421
N -0.48520 2.40847 -1.82901
C -1.55650 3.09661 -2.24863
C -2.24839 2.63088 -3.46138
N -1.75105 1.56021 -4.10354
C -2.35560 1.14348 -5.20732
C -3.51390 1.73584 -5.71450
C -4.04505 2.81839 -5.05898
C -3.39726 3.29726 -3.91743
C -3.86553 4.47187 -3.21118
N -4.90143 5.18429 -3.57790
H -1.72930 5.45652 0.17939
H 0.24952 4.11831 0.96609
H 0.96530 2.16914 -0.41278
H -1.90580 0.31703 -5.73980
H -3.96547 1.33927 -6.61278
H -4.94232 3.31867 -5.39805
C 2.04732 -3.34236 2.44612
C 0.79089 -2.71421 3.06921
C -0.41694 -3.45609 2.47779
C 0.83687 -2.95587 4.58734
Si 0.70329 -0.82553 2.69455
Br -0.24946 -0.64047 0.58991
C 2.42281 0.04023 2.63639
C 3.23710 -0.41714 1.41841
C 3.21494 -0.26730 3.91835
C 2.26178 1.56424 2.55071
C -0.60126 0.11800 3.78835
C -1.89181 -0.70942 3.87937
C -0.99076 1.48597 3.20483
C -0.05590 0.34323 5.20609
H 2.02496 -4.42188 2.62765
H 2.96235 -2.95902 2.89932
H 2.09418 -3.18855 1.36685
H -0.35447 -4.51316 2.75473
H -0.41306 -3.39818 1.38939
H -1.37057 -3.07060 2.83852
H 0.99933 -4.02140 4.77433
H -0.09517 -2.67664 5.08072
H 1.65555 -2.40965 5.06337
H 3.54875 -1.45662 1.49623
H 4.14277 0.19566 1.34615
H 2.68737 -0.31660 0.48373
H 3.42259 -1.33181 4.02915
H 2.69064 0.07281 4.81458
H 4.17782 0.25148 3.87883
H 1.64389 1.85384 1.69983
H 3.24766 2.02211 2.42576
H 1.82138 1.97772 3.45954
H -2.30604 -0.90379 2.88784
H -2.64277 -0.15211 4.44855
H -1.73968 -1.66265 4.38523
H -1.35023 1.39816 2.18009
H -0.16160 2.19233 3.22164
H -1.79919 1.91226 3.80791
H 0.23200 -0.59198 5.68958
H -0.82263 0.81839 5.82655
H 0.81331 1.00460 5.20529
*
```

Computed properties:
Calculated total energy in eV: -192338.061
Lowest unoccupied orbital energy in eV: -1.06
Highest occupied orbital energy in Ha: -0.3286

Results of the Löwdin charge analysis, in e, for atoms 1 through 4:
1. Ba 2.0759
2. O 0.0374
3. C -0.6448
4. O -0.4101



No. 3
This record from the Open Molecules 2025 dataset describes a structure of composition C10H14KNP at a distorted geometry. The level of theory is ωB97M-V/def2-TZVPD.

The geometry in ORCA input format:
```
! wB97M-V def2-TZVPD RIJCOSX def2/J DEFGRID3
* xyz 1 1
K -0.26814 -7.54997 -6.32496
C 1.50943 -12.14676 -4.87171
P 0.57121 -10.94041 -5.93317
C 0.87606 -11.66029 -7.57325
C -1.15055 -11.49616 -5.63064
C -1.73835 -12.62644 -6.17259
C -3.06814 -12.93223 -5.89688
C -3.80521 -12.10432 -5.09127
C -3.25498 -10.94770 -4.53398
C -1.94044 -10.64613 -4.84820
H 1.26012 -13.14645 -5.12818
H 1.26150 -11.95306 -3.81735
H 2.56291 -11.98186 -5.01575
H 0.80937 -12.75326 -7.58645
H 1.91595 -11.43067 -7.85221
H 0.22117 -11.18461 -8.29257
H -1.18504 -13.32499 -6.78702
H -3.51479 -13.85093 -6.29090
H -4.84317 -12.32286 -4.87149
H -3.82537 -10.28775 -3.92398
H -1.50275 -9.75688 -4.42375
C -4.88077 -8.60862 -8.18550
C -3.56675 -8.22394 -7.70896
N -2.55075 -7.89784 -7.32082
H -4.82086 -9.58650 -8.67929
H -5.21381 -7.81871 -8.87534
H -5.58165 -8.73289 -7.34820
*
```

Computed properties:
Calculated total energy in eV: -37696.482
Lowest unoccupied orbital energy in eV: -3.08
Highest occupied orbital energy in Ha: -0.4345

Results of the Löwdin charge analysis, in e, for atoms 1 through 4:
1. K 0.7867
2. C -0.2602
3. P 0.8554
4. C -0.3107



No. 4
This record from the Open Molecules 2025 dataset describes a cluster of 2 separate species, C28H23F3O3S in total at a distorted geometry. The level of theory is ωB97M-V/def2-TZVPD.

The geometry in ORCA input format:
```
! wB97M-V def2-TZVPD RIJCOSX def2/J DEFGRID3
* xyz 0 1
C -5.70809 -2.61045 -2.18574
C -4.55398 -1.66992 -2.02409
C -4.75091 -0.27688 -2.01424
C -3.69831 0.57012 -1.72797
C -2.37421 0.05378 -1.51574
C -1.31672 0.93691 -1.19765
C 0.07835 0.64536 -1.18022
C 0.62649 -0.53138 -0.59890
C 1.99679 -0.71660 -0.52052
C 2.84211 0.28857 -0.99423
O 4.19812 0.31858 -0.66256
C 5.03522 -0.52457 -1.39517
C 6.02666 0.06622 -2.18842
C 6.60850 -0.70540 -3.19597
C 6.26880 -2.05617 -3.33590
C 5.40555 -2.65879 -2.41481
C 4.78818 -1.89764 -1.42324
C 2.34103 1.40009 -1.68897
C 0.98240 1.60516 -1.72409
C -2.17769 -1.34402 -1.70360
C -3.26087 -2.18724 -1.87218
H -5.47225 -3.59513 -1.76855
H -6.61202 -2.23400 -1.69557
H -5.93413 -2.74902 -3.25057
H -5.76175 0.11108 -2.18008
H -3.86440 1.64742 -1.65159
H -1.57552 1.99317 -1.10611
H -0.03933 -1.26635 -0.14059
H 2.40587 -1.60381 -0.04137
H 6.26119 1.12153 -2.05316
H 7.31797 -0.24223 -3.88496
H 6.69035 -2.64583 -4.15374
H 5.18698 -3.72636 -2.46844
H 4.10245 -2.33746 -0.70102
H 3.04790 2.10523 -2.12228
H 0.56869 2.51397 -2.16839
H -1.17596 -1.76302 -1.70562
H -3.12110 -3.26690 -1.86006
F 3.36603 1.25126 2.74820
C 2.14511 0.74123 2.99679
F 2.04374 -0.45655 2.35504
F 2.02226 0.51514 4.31682
S 0.81809 1.93173 2.42034
C -0.58469 0.94552 2.27975
C -1.72572 1.24386 3.05416
C -2.54858 0.18267 3.54673
C -3.59373 0.44769 4.41717
C -3.87658 1.76786 4.80123
C -3.08382 2.82775 4.33407
C -2.03024 2.57851 3.47309
O 0.68436 2.86868 3.51720
O 1.27069 2.38368 1.11874
H -0.41757 -0.03124 1.83921
H -2.26428 -0.82712 3.22922
H -4.18975 -0.38185 4.80509
H -4.71120 1.97116 5.47732
H -3.28388 3.85608 4.64847
H -1.42264 3.41594 3.13768
*
```

Computed properties:
Calculated total energy in eV: -54534.806
Lowest unoccupied orbital energy in eV: -2.68
Highest occupied orbital energy in Ha: -0.2243

Results of the Löwdin charge analysis, in e, for atoms 1 through 4:
1. C -0.0448
2. C -0.2503
3. C -0.0273
4. C 0.0084



Question: The lowest highest occupied orbital energy belongs to which entry?
Answer: C10H14KNP